{"formula": "C102H132O30", "method": "the ωB97M-V functional and the def2-TZVPD basis", "species": ["C", "C", "C", "O", "C", "C", "C", "O", "H", "H", "H", "H", "C", "C", "C", "O", "C", "C", "C", "O", "H", "H", "H", "H", "C", "C", "C", "O", "C", "C", "C", "O", "H", "H", "H", "H", "C", "C", "C", "O", "C", "C", "C", "O", "H", "H", "H", "H", "C", "C", "C", "O", "C", "C", "C", "O", "H", "H", "H", "H", "C", "C", "C", "O", "C", "C", "C", "O", "H", "H", "H", "H", "C", "C", "C", "O", "C", "C", "C", "O", "H", "H", "H", "H", "C", "C", "C", "O", "C", "C", "C", "O", "H", "H", "H", "H", "C", "C", "C", "O", "C", "C", "C", "O", "H", "H", "H", "H", "C", "C", "C", "O", "C", "H", "H", "H", "H", "H", "H", "H", "H", "C", "C", "C", "O", "C", "H", "H", "H", "H", "H", "H", "H", "H", "C", "C", "C", "O", "C", "H", "H", "H", "H", "H", "H", "H", "H", "C", "C", "C", "O", "C", "H", "H", "H", "H", "H", "H", "H", "H", "C", "C", "C", "O", "C", "H", "H", "H", "H", "H", "H", "H", "H", "C", "C", "C", "O", "C", "H", "H", "H", "H", "H", "H", "H", "H", "C", "C", "C", "O", "C", "H", "H", "H", "H", "H", "H", "H", "H", "C", "C", "C", "O", "C", "H", "H", "H", "H", "H", "H", "H", "H", "C", "C", "C", "O", "C", "H", "H", "H", "H", "H", "H", "H", "H", "C", "C", "C", "O", "C", "H", "H", "H", "H", "H", "H", "H", "H", "C", "C", "C", "O", "C", "H", "H", "H", "H", "H", "H", "H", "H", "C", "C", "C", "O", "C", "H", "H", "H", "H", "H", "H", "H", "H"], "positions_angstrom": [[0.14504, -3.66985, -4.33649], [0.76098, -2.72046, -4.99894], [2.22270, -2.80501, -5.36075], [2.73749, -2.00976, -6.10253], [3.00049, -3.94014, -4.76135], [2.39729, -4.84204, -3.98652], [0.96282, -4.68200, -3.67606], [0.42903, -5.36270, -2.81429], [-0.87918, -3.63038, -3.97570], [0.17341, -1.88593, -5.30889], [4.07732, -4.03528, -4.96478], [2.87874, -5.63572, -3.49828], [-1.47293, -1.27403, -1.40843], [-1.10916, -2.35719, -0.72709], [-0.40929, -2.32108, 0.58917], [0.05308, -3.36846, 1.05963], [-0.25718, -0.99893, 1.25649], [-0.66713, 0.05672, 0.61463], [-1.39716, 0.04383, -0.69866], [-1.95356, 1.03426, -1.14701], [-1.93575, -1.31898, -2.41533], [-1.14523, -3.35002, -1.13519], [0.21881, -0.90658, 2.22451], [-0.34562, 1.05109, 0.95456], [0.90948, -8.47553, 2.19640], [1.98087, -7.80713, 2.64066], [2.70100, -6.76749, 1.82306], [3.50597, -6.02339, 2.38507], [2.13909, -6.52030, 0.45652], [1.09956, -7.25390, 0.05855], [0.48026, -8.32605, 0.88188], [-0.44031, -8.96038, 0.44328], [0.38478, -9.21181, 2.77405], [2.33925, -8.00220, 3.66589], [2.60318, -5.70798, -0.15770], [0.56167, -7.04385, -0.83442], [2.52461, -5.61536, 5.19366], [3.53260, -6.49231, 5.49215], [4.98467, -6.09010, 5.37385], [5.87689, -6.88028, 5.61413], [5.29041, -4.64809, 4.98935], [4.32370, -3.91070, 4.49533], [2.91279, -4.36912, 4.55430], [2.02689, -3.64336, 4.11504], [1.45191, -5.83553, 5.23809], [3.40887, -7.55640, 5.86410], [6.29964, -4.38546, 4.97785], [4.49158, -2.93016, 4.03469], [-3.60600, -6.57696, 2.77411], [-3.02877, -6.68260, 3.97124], [-1.54579, -6.51259, 4.16638], [-0.99827, -7.03886, 5.13722], [-0.82288, -5.87107, 3.08994], [-1.41075, -5.65222, 1.89565], [-2.74783, -6.17132, 1.57966], [-3.01848, -6.30409, 0.40462], [-4.65531, -6.77058, 2.69701], [-3.65596, -6.95482, 4.84736], [0.17393, -5.45035, 3.17601], [-0.89122, -5.25625, 1.02043], [-2.74118, -3.35163, -6.48249], [-2.24434, -4.54133, -6.73501], [-2.29578, -5.05405, -8.12335], [-1.65408, -5.98791, -8.50388], [-3.15557, -4.37926, -9.18571], [-3.67101, -3.18178, -8.90983], [-3.38616, -2.57221, -7.58539], [-3.78862, -1.44654, -7.32493], [-2.81810, -2.87394, -5.46981], [-1.80513, -5.18945, -6.00085], [-3.25113, -4.91212, -10.11013], [-4.11563, -2.51333, -9.59599], [-2.94177, 2.73839, 3.76878], [-3.39814, 3.94602, 4.20243], [-4.08347, 3.98861, 5.53702], [-4.56205, 5.03443, 5.99339], [-4.27502, 2.70012, 6.27458], [-3.80220, 1.57378, 5.78333], [-2.97596, 1.55359, 4.60641], [-2.40013, 0.49845, 4.35035], [-2.43986, 2.52091, 2.80821], [-3.39399, 4.90401, 3.65426], [-4.96305, 2.80022, 7.10636], [-4.08374, 0.64365, 6.27014], [1.46707, 3.47399, -2.88173], [1.64832, 3.81712, -4.11234], [1.66670, 2.77018, -5.20737], [1.72498, 3.22358, -6.33810], [1.63641, 1.34308, -4.89818], [1.61968, 0.99950, -3.59497], [1.47618, 2.05849, -2.56577], [1.17014, 1.76100, -1.42589], [1.16637, 4.19519, -2.14866], [1.36086, 4.78858, -4.42023], [1.49579, 0.65223, -5.64581], [1.62545, -0.05895, -3.31991], [-2.82467, 1.24089, -5.88101], [-3.99822, 1.85760, -5.98322], [-5.15168, 1.42890, -5.19918], [-6.25274, 1.93324, -5.38008], [-4.97164, 0.35093, -4.21651], [-3.88516, -0.41361, -4.26026], [-2.69391, 0.01018, -5.06268], [-1.64723, -0.54448, -4.93766], [-1.99490, 1.58864, -6.51539], [-4.25955, 2.69455, -6.63491], [-5.70653, 0.14862, -3.48362], [-3.77533, -1.32355, -3.64706], [3.89456, -2.26970, -1.36104], [3.25470, -3.48432, -0.63678], [3.10207, -2.94407, 0.80671], [2.78316, -1.53922, 0.65632], [3.17760, -1.09818, -0.67382], [3.82311, -2.32603, -2.44934], [4.93875, -2.20058, -1.08011], [3.94882, -4.29077, -0.50561], [2.33627, -3.76508, -1.13890], [4.03854, -3.11673, 1.31261], [2.28377, -3.44845, 1.32204], [3.86115, -0.26186, -0.49973], [2.29113, -0.72262, -1.20879], [1.03900, 5.54124, 2.37422], [1.13172, 4.17525, 1.63805], [-0.16014, 4.14782, 0.85248], [-1.05827, 4.97249, 1.66011], [-0.36660, 6.06542, 2.14416], [1.86744, 6.12519, 2.01423], [1.16170, 5.30556, 3.42429], [1.07423, 3.36135, 2.42898], [2.01595, 4.02481, 1.00023], [-0.71447, 3.22346, 0.82336], [-0.05645, 4.53039, -0.16538], [-0.78569, 6.37442, 3.09768], [-0.46089, 6.94167, 1.45484], [5.94948, -0.06238, 1.34599], [7.16268, -0.82897, 0.72434], [6.95134, -2.19663, 1.30630], [6.19464, -2.03428, 2.50157], [5.78173, -0.67010, 2.71505], [5.01663, -0.31552, 0.83288], [6.06266, 0.99131, 1.36336], [8.14754, -0.39195, 1.09946], [7.34113, -0.86118, -0.35497], [7.87828, -2.65132, 1.59646], [6.38328, -2.82381, 0.63810], [6.43358, -0.17873, 3.48883], [4.76986, -0.72413, 3.10773], [6.43935, 3.11238, -1.03265], [5.42698, 3.51209, 0.02624], [4.06402, 2.78094, -0.24266], [4.30089, 2.08894, -1.48854], [5.67196, 2.02747, -1.77273], [7.42958, 2.67509, -0.67403], [6.58454, 3.96854, -1.70459], [5.25567, 4.56149, 0.03624], [5.71436, 3.32045, 1.06008], [3.19894, 3.41946, -0.41027], [3.78718, 2.07516, 0.53603], [5.84250, 2.06998, -2.85794], [6.01627, 1.07721, -1.45717], [0.75492, 0.87876, 4.95612], [0.83401, -0.59895, 5.36092], [2.36600, -0.86302, 5.33641], [3.00341, 0.41332, 5.37580], [2.21302, 1.25230, 4.59655], [0.33313, 1.50692, 5.71383], [0.11598, 0.90569, 4.06829], [0.41548, -1.27121, 4.63102], [0.46413, -0.84492, 6.38290], [2.60404, -1.41978, 4.48550], [2.60139, -1.42080, 6.24266], [2.49764, 1.16454, 3.56718], [2.42720, 2.28479, 4.89235], [-1.51597, 5.28580, -2.81000], [-1.86495, 6.75926, -3.11533], [-1.49357, 6.86731, -4.61477], [-1.73291, 5.47386, -5.13275], [-1.97276, 4.56896, -4.04466], [-1.95565, 4.82258, -1.90960], [-0.44764, 5.21128, -2.78462], [-1.27753, 7.47692, -2.48008], [-2.87635, 7.08106, -2.89104], [-0.43506, 7.05044, -4.78694], [-2.18613, 7.57164, -5.07986], [-1.42240, 3.63450, -4.10688], [-3.04578, 4.31357, -4.10456], [2.43898, 8.38771, -2.30086], [3.62606, 7.42078, -2.53595], [3.52226, 6.48886, -1.28648], [2.18223, 6.52427, -0.80317], [1.44703, 7.51399, -1.55060], [1.96156, 8.69551, -3.20045], [2.67960, 9.28879, -1.66654], [4.59322, 8.04435, -2.57907], [3.53205, 6.91437, -3.47339], [4.22969, 6.83866, -0.50460], [3.77248, 5.49632, -1.58076], [0.70724, 7.87445, -0.82408], [0.79374, 7.04082, -2.35414], [-5.81817, 1.77300, 0.57114], [-6.23895, 0.30573, 0.89173], [-5.06736, -0.53523, 0.22007], [-4.89819, 0.18466, -0.97719], [-4.90753, 1.62085, -0.66686], [-5.12726, 2.25430, 1.34027], [-6.67707, 2.38323, 0.27575], [-7.25041, 0.12189, 0.49211], [-6.23916, 0.06864, 1.96267], [-5.32727, -1.58633, -0.04428], [-4.12086, -0.59992, 0.89219], [-5.36313, 2.10926, -1.56113], [-3.84469, 1.97915, -0.59543], [-4.81687, -5.80060, -3.25127], [-5.47331, -5.10281, -2.02983], [-4.75866, -3.70896, -1.92015], [-3.83836, -3.64312, -3.03312], [-3.48362, -5.06308, -3.28090], [-5.33610, -5.64908, -4.18518], [-4.65889, -6.85832, -3.02530], [-5.30599, -5.64408, -1.07737], [-6.53252, -5.01921, -2.09508], [-4.20309, -3.74120, -1.02541], [-5.45604, -2.86868, -1.93509], [-2.90919, -5.44248, -2.48285], [-2.98009, -5.13766, -4.19688], [-2.79443, -2.70008, 4.55026], [-4.29937, -2.35676, 4.46368], [-4.75997, -3.01063, 3.15658], [-3.52634, -3.22918, 2.42257], [-2.38602, -2.66994, 3.11067], [-2.74015, -3.70416, 4.98387], [-2.18625, -2.05092, 5.17446], [-4.45648, -1.26358, 4.48846], [-4.69807, -2.77646, 5.38229], [-5.45632, -2.33389, 2.63272], [-5.31259, -3.93215, 3.23589], [-2.14967, -1.67843, 2.76602], [-1.51733, -3.33231, 2.87883], [-4.65276, 6.04534, -0.24257], [-5.50359, 5.33538, -1.35065], [-6.96094, 5.43892, -0.91786], [-6.83527, 5.43253, 0.49305], [-5.67409, 6.11753, 0.91811], [-4.38512, 7.13583, -0.46323], [-3.76714, 5.49375, 0.05550], [-5.29688, 4.29035, -1.41942], [-5.34405, 5.75910, -2.36586], [-7.62309, 4.57794, -1.12734], [-7.48420, 6.34615, -1.10504], [-5.36522, 5.56461, 1.81765], [-5.87957, 7.12767, 1.26389], [5.33085, 2.75571, 4.59016], [6.74952, 2.98651, 4.04004], [6.69676, 4.37215, 3.46879], [5.26899, 4.50427, 3.05702], [4.49345, 3.33056, 3.45123], [5.17605, 3.33711, 5.49301], [5.11225, 1.66915, 4.87565], [6.86507, 2.25235, 3.24849], [7.58441, 2.77004, 4.73753], [7.33102, 4.52315, 2.56351], [6.86199, 5.14349, 4.27794], [4.34202, 2.50785, 2.69835], [3.44202, 3.65732, 3.68541]], "forces_ev_per_a": [[0.29, -0.23, 1.07], [0.45, 0.52, -0.79], [-0.42, -0.56, 0.49], [0.16, 0.39, -0.19], [0.43, -0.35, 0.01], [-0.75, 1.51, -0.62], [-0.69, -1.11, 0.61], [0.34, -0.21, 0.13], [-0.04, 0.08, -0.37], [0.05, 0.73, -0.50], [-0.57, 0.35, -0.11], [0.69, -1.00, 0.47], [-0.53, 0.31, 0.00], [0.74, -0.15, -0.05], [0.34, -1.00, 0.82], [-0.51, 1.67, -0.73], [0.24, -1.66, 0.32], [-0.01, 2.52, -1.14], [-0.24, 0.05, -0.44], [0.77, -0.56, 0.40], [0.40, 0.10, 0.82], [-0.25, -0.37, -0.26], [0.25, -0.34, -0.12], [-0.64, -0.30, 0.00], [1.91, -0.22, 2.44], [0.24, -0.66, 0.64], [-0.54, 0.98, 1.01], [-0.49, -1.00, -1.31], [0.96, 0.26, -0.10], [0.25, 0.30, 0.21], [-0.46, 1.52, -2.05], [-1.01, -0.89, -0.72], [-0.11, -0.15, 0.43], [-0.07, 0.37, -0.74], [-0.70, -0.96, 0.75], [-0.13, 0.10, -0.85], [1.76, -2.24, 0.43], [-0.90, -0.09, 0.33], [-0.02, 0.66, 0.30], [-0.49, 0.29, -0.19], [-1.01, -2.21, 0.08], [-0.69, 0.76, -0.34], [-0.79, 1.53, -0.23], [0.23, -0.26, -0.12], [0.46, -0.03, 0.15], [-0.09, 1.48, -0.43], [1.48, 0.47, 0.02], [-0.08, -0.43, 0.26], [1.00, 0.43, -0.40], [-0.39, -0.01, 0.48], [-0.34, -1.50, 1.29], [-0.38, 0.92, -0.85], [0.19, 1.53, -1.91], [0.49, -0.77, 0.58], [-0.31, -0.34, 0.35], [-0.87, -0.09, 0.28], [-0.42, -0.06, -0.49], [0.81, 0.10, -0.56], [0.12, -0.39, 0.59], [-0.06, 0.04, 0.57], [-0.74, 1.17, 0.71], [0.03, -0.50, -0.53], [-0.99, 0.64, -1.16], [1.00, -1.34, 0.15], [0.06, 0.51, 1.61], [1.40, -0.40, 0.66], [-0.86, 0.77, 0.89], [0.29, -0.38, -0.40], [0.28, -0.55, -1.09], [0.25, -0.18, 0.17], [0.04, -0.11, -0.34], [-0.77, 0.36, -0.71], [0.64, 1.57, -0.97], [-0.02, -1.02, -0.12], [-0.61, 1.35, 0.61], [0.89, -1.58, -0.87], [-0.61, 1.44, -0.37], [-1.04, -0.36, 1.56], [0.16, -1.86, 0.11], [0.03, 0.92, -0.59], [-0.33, 0.70, 0.42], [0.24, -0.80, 0.12], [0.25, -0.24, 0.16], [0.45, -0.11, -0.22], [0.28, -0.46, 0.82], [-0.92, -0.88, -2.11], [0.76, 2.16, -0.81], [-0.20, -0.82, -0.03], [-0.33, 1.13, 2.95], [0.28, 0.15, -1.28], [-0.44, -0.76, 1.68], [0.04, -0.68, 0.42], [0.22, -0.03, 0.71], [0.44, 1.00, -0.68], [0.17, -1.42, -1.82], [-0.16, 0.50, 0.32], [-0.01, 0.47, -1.11], [-0.10, 0.38, -0.27], [-1.33, 0.15, 0.40], [0.58, -0.14, 0.13], [0.87, -0.39, -0.25], [0.43, -0.24, 0.02], [-1.88, 1.13, 0.35], [2.00, -1.24, 0.07], [-0.15, -0.44, 0.56], [0.58, -0.16, 0.08], [-0.99, -0.08, 0.36], [0.01, 0.58, -0.26], [-0.55, -0.34, 0.89], [0.79, 1.32, 0.59], [-1.15, 0.12, -1.49], [0.31, -0.63, -0.44], [-0.06, 0.28, 0.41], [-0.13, 0.23, 0.13], [0.37, -0.11, -0.11], [0.29, -0.77, -0.67], [-0.31, -0.21, 0.19], [0.38, 0.28, 0.50], [0.17, 0.24, 0.22], [-0.33, 0.06, -0.54], [0.18, -0.17, 0.19], [1.06, -0.85, -0.14], [-0.48, -1.06, 0.80], [-1.03, 0.66, 0.75], [-0.89, -1.07, -1.03], [0.63, 1.04, -0.19], [0.08, 0.78, 0.11], [0.25, 0.39, 0.27], [0.31, 0.69, -1.04], [-0.38, 0.24, 0.48], [0.27, -0.57, -0.29], [-0.01, 0.24, 0.02], [-0.34, 0.03, 0.07], [0.37, -0.52, 0.24], [-0.33, -0.82, -0.90], [1.14, 1.24, 0.93], [-0.17, 0.28, 0.66], [-0.26, -0.09, 0.73], [1.46, -0.51, 0.37], [0.34, 0.18, -0.22], [0.16, 1.09, -0.07], [-1.25, -0.40, -0.09], [-0.78, 0.21, 0.01], [0.52, -0.56, -0.14], [-0.12, -0.47, -0.34], [-0.40, -0.43, -0.54], [-0.21, 0.33, -0.15], [0.11, -0.40, -0.19], [-0.92, -0.30, 1.59], [1.40, -0.06, -1.14], [-0.83, 0.53, 0.01], [0.43, -0.11, -0.94], [-1.28, 0.92, -0.29], [0.40, -0.27, 0.22], [-0.09, 0.96, -0.15], [0.28, -0.23, -0.17], [0.18, 0.26, 0.00], [0.12, -0.25, 0.17], [-0.33, 0.07, 0.16], [0.58, -1.27, 0.41], [-0.05, -0.78, -1.62], [1.17, -0.09, 0.90], [-1.06, 0.75, 2.01], [0.52, -0.94, 0.49], [-0.81, 1.08, 1.22], [-0.09, 0.39, 0.44], [-0.06, 0.49, 0.13], [-0.63, -0.16, -0.12], [-0.09, 0.38, -0.85], [0.71, -0.72, -1.46], [0.60, 0.01, -0.14], [-0.27, -0.29, -1.03], [0.00, -0.13, 0.01], [-1.41, 0.59, 0.41], [1.34, 0.67, 0.75], [-1.09, -2.15, 0.86], [0.49, 1.13, 0.14], [-0.69, 0.37, -0.55], [0.24, 0.48, -0.17], [0.59, -0.05, 0.28], [-0.18, -0.69, -0.64], [-0.46, -0.53, -0.34], [-0.07, 0.44, -0.04], [0.45, -0.18, -0.50], [0.26, -0.15, -0.68], [0.23, 0.07, 0.55], [0.05, 0.51, 1.80], [0.78, 1.91, 1.41], [0.68, 1.19, -0.45], [0.18, 0.37, -0.67], [-1.23, -1.55, -0.53], [-0.11, 0.55, -0.80], [0.17, -0.88, -0.80], [-1.29, -1.21, 0.17], [-0.16, -0.52, -0.47], [-0.48, -0.26, -0.24], [0.22, -0.99, -0.01], [0.45, 0.81, -0.27], [0.79, -0.08, 0.84], [1.47, -0.05, 0.20], [1.27, -0.33, 0.62], [-0.83, 0.31, 0.66], [0.84, 0.65, -0.25], [0.02, -0.80, -1.34], [-1.54, -0.51, -0.46], [0.25, 0.13, 0.66], [0.64, -0.29, -0.08], [-0.26, 0.33, -0.06], [0.06, 0.79, 0.24], [-1.30, 0.42, -0.93], [0.40, -0.38, 0.51], [-1.09, -0.29, 0.33], [0.48, 0.39, 1.21], [0.60, 0.17, 0.43], [-0.65, -1.15, -1.39], [0.08, -1.28, 0.02], [-2.07, 1.34, 0.47], [-0.40, -0.05, -0.15], [-0.13, 0.05, -0.34], [0.22, 0.03, -0.67], [-0.90, 0.20, -0.38], [0.77, 0.42, 1.26], [0.27, 0.03, -0.20], [1.13, -0.23, 1.05], [0.77, 0.11, -1.21], [-0.32, 0.03, 0.15], [0.57, 0.19, 1.02], [0.81, 1.19, -0.03], [-0.45, 0.00, -0.49], [0.19, -1.67, -0.15], [0.27, -0.08, -0.28], [-0.21, 0.27, 0.05], [0.02, -0.48, -0.24], [-0.77, 0.03, -0.10], [0.51, -0.02, -0.22], [0.18, -0.65, 0.34], [-0.18, 0.62, -0.13], [-0.73, 0.62, 0.23], [-1.08, 1.40, -0.08], [0.15, 1.19, -1.27], [0.37, -0.48, 1.51], [-0.48, -0.35, 1.13], [0.24, -1.08, 0.54], [-0.09, -1.65, -0.23], [0.14, -0.01, -0.20], [0.54, -0.68, 0.08], [0.03, -0.20, 0.59], [0.53, 0.39, -0.41], [-0.28, 0.93, -1.17], [0.24, 0.17, -0.21], [-0.22, 0.35, -0.31], [-0.20, -1.20, 0.69], [0.27, -1.18, 0.49], [-1.42, 0.61, 0.11], [0.19, -0.64, -0.25], [-0.11, 0.11, 0.33], [-0.02, 0.21, 0.23], [0.26, 1.45, -0.65], [0.20, -0.08, -0.43], [-0.59, 0.43, -0.14], [-0.41, 0.08, 0.80], [0.07, -0.61, -1.08], [0.57, 0.97, -0.10], [1.24, 0.01, 0.05]], "lowdin_charge": [0.00, 0.04, -0.36, 0.12, 0.03, 0.02, -0.39, 0.09, 0.12, 0.09, 0.13, 0.11, 0.05, 0.04, -0.32, 0.04, 0.00, 0.02, -0.35, 0.08, 0.11, 0.11, 0.12, 0.11, -0.01, 0.05, -0.31, 0.09, 0.04, 0.04, -0.44, 0.14, 0.13, 0.12, 0.10, 0.10, 0.01, 0.02, -0.36, 0.09, 0.04, 0.01, -0.40, 0.07, 0.11, 0.14, 0.10, 0.11, 0.03, 0.01, -0.37, 0.08, 0.00, 0.00, -0.35, 0.10, 0.11, 0.13, 0.11, 0.11, 0.03, 0.01, -0.38, 0.12, 0.05, 0.02, -0.34, 0.10, 0.12, 0.11, 0.12, 0.11, 0.03, 0.06, -0.35, 0.09, 0.03, 0.00, -0.40, 0.08, 0.13, 0.12, 0.13, 0.13, -0.02, 0.03, -0.35, 0.10, 0.05, 0.06, -0.37, 0.09, 0.10, 0.11, 0.09, 0.11, 0.02, 0.01, -0.38, 0.10, 0.03, 0.03, -0.41, 0.08, 0.14, 0.13, 0.10, 0.10, -0.12, -0.15, -0.17, -0.14, -0.17, 0.10, 0.09, 0.09, 0.10, 0.10, 0.09, 0.08, 0.10, -0.14, -0.14, -0.16, -0.16, -0.23, 0.10, 0.10, 0.12, 0.09, 0.09, 0.10, 0.11, 0.12, -0.14, -0.14, -0.21, -0.16, -0.17, 0.08, 0.08, 0.13, 0.11, 0.12, 0.10, 0.13, 0.11, -0.13, -0.14, -0.15, -0.16, -0.23, 0.13, 0.11, 0.08, 0.07, 0.08, 0.10, 0.13, 0.08, -0.14, -0.14, -0.19, -0.14, -0.23, 0.10, 0.08, 0.08, 0.12, 0.06, 0.13, 0.11, 0.11, -0.17, -0.16, -0.12, -0.15, -0.22, 0.12, 0.06, 0.10, 0.09, 0.10, 0.11, 0.10, 0.12, -0.16, -0.13, -0.19, -0.16, -0.20, 0.09, 0.13, 0.13, 0.09, 0.13, 0.09, 0.12, 0.10, -0.14, -0.13, -0.20, -0.19, -0.18, 0.12, 0.10, 0.11, 0.09, 0.10, 0.14, 0.11, 0.10, -0.13, -0.13, -0.17, -0.18, -0.17, 0.11, 0.12, 0.10, 0.09, 0.09, 0.11, 0.10, 0.07, -0.15, -0.14, -0.16, -0.15, -0.20, 0.11, 0.10, 0.10, 0.11, 0.10, 0.10, 0.09, 0.10, -0.13, -0.14, -0.19, -0.17, -0.21, 0.12, 0.09, 0.07, 0.11, 0.13, 0.11, 0.11, 0.11, -0.16, -0.19, -0.16, -0.18, -0.21, 0.11, 0.12, 0.08, 0.13, 0.12, 0.13, 0.10, 0.11], "orbital_gap_ev": 7.72, "spin_multiplicity": 1, "total_energy_ev": -169320.688, "e_homo_ev": -9.512, "e_lumo_ev": -1.788}